Density functional theory data (wB97M-V/def2-TZVPD) for C31H28N6O2P2PdS5SbSe2 as an isolated structure.

```
78
C31H28N6O2P2PdS5SbSe2 (wB97M-V/def2-TZVPD)
Pd -0.2646 0.0539 -0.0291
Se -0.1971 -4.0028 5.6198
P 1.1639 -2.4487 5.1919
C 2.8767 -2.9958 4.9616
C 3.3777 -4.0227 5.7589
C 4.6981 -4.4218 5.6204
C 5.5153 -3.8064 4.6788
C 5.0155 -2.7892 3.8801
C 3.6960 -2.3789 4.0194
C 1.2398 -1.2499 6.5609
C 2.4382 -0.8471 7.1294
C 2.4386 0.0626 8.1839
C 1.2452 0.5745 8.6603
C 0.0397 0.1678 8.0936
C 0.0371 -0.7469 7.0580
C 0.8182 -1.4225 3.7617
C 0.4955 -1.6265 2.4254
N 0.3483 -0.3973 1.9044
N 0.5233 0.5159 2.8447
N 0.8080 -0.0776 3.9723
P 0.2173 -2.9762 1.2525
Se -0.7931 -2.2741 -0.5706
C -1.1945 -3.8202 2.0681
C -2.2519 -3.0120 2.5004
C -3.3326 -3.5662 3.1573
C -3.3843 -4.9400 3.3773
C -2.3715 -5.7514 2.8993
C -1.2814 -5.1947 2.2357
C 1.4401 -4.2966 1.1823
C 1.9305 -4.7198 -0.0485
C 2.9636 -5.6395 -0.0916
C 3.5054 -6.1376 1.0894
C 2.9768 -5.7563 2.3128
C 1.9327 -4.8397 2.3594
H 2.7228 -4.5036 6.4761
H 5.0882 -5.2191 6.2405
H 6.5420 -4.1302 4.5604
H 5.6466 -2.3175 3.1385
H 3.3025 -1.5916 3.3882
H 3.3768 -1.2368 6.7565
H 3.3776 0.3660 8.6294
H 1.2474 1.2865 9.4763
H -0.8964 0.5611 8.4698
H -0.8973 -1.1015 6.6384
H -2.2298 -1.9457 2.2938
H -4.1383 -2.9287 3.5011
H -4.2222 -5.3739 3.9091
H -2.4163 -6.8230 3.0486
H -0.4986 -5.8420 1.8636
H 1.5136 -4.3095 -0.9606
H 3.3599 -5.9573 -1.0475
H 4.3434 -6.8232 1.0520
H 3.3711 -6.1630 3.2356
H 1.4879 -4.5783 3.3109
S 1.3362 0.8097 -4.5724
Sb 1.0993 1.4394 -2.4426
S -1.1311 0.5993 -1.9888
S 1.0711 1.8697 -0.0498
S 0.4162 3.6268 -2.5703
C -3.8613 4.5634 0.2334
C -2.4846 3.9011 0.3266
C -2.4945 2.7212 1.2477
N -2.6646 1.5127 0.8485
N -2.6859 0.5880 1.8795
C -2.5233 1.1470 3.0313
N -2.5526 0.4495 4.2233
S -2.3414 2.8606 2.9713
H -3.8302 5.4149 -0.4476
H -4.1979 4.9157 1.2100
H -4.5958 3.8507 -0.1431
H -1.7441 4.6240 0.6736
H -2.1686 3.5392 -0.6520
H -2.5064 -0.5515 4.0904
H -1.9072 0.7831 4.9232
O 1.9808 -0.8404 -1.5074
C 2.6629 -1.1553 -0.5059
O 2.3180 -1.8981 0.4477
H 3.6857 -0.7380 -0.4233
```

Its total energy is -259103.0132 eV. Its relative energy (zero: lowest compared OMol25 entry of this formula, charge and spin) is 307.1 kJ/mol. The HOMO energy (alpha / beta) is -5.3 / -5.3 eV. As for the total charge: -1.

Löwdin population analysis, charges in e, atoms 1 to 5: Pd 0.19; Se 0.32; P 0.53; C -0.38; C -0.11



Density functional theory data (wB97M-V/def2-TZVPD) for C31H28N6O5PSTl as an isolated structure.

```
73
C31H28N6O5PSTl (wB97M-V/def2-TZVPD)
Tl -0.9610 -1.2583 1.2462
C -4.7195 0.1637 1.0117
C -3.5880 0.3388 0.0417
N -3.2528 -0.4673 -0.8954
N -3.9705 -1.6417 -0.9461
C -3.7976 -2.4984 -1.9907
N -4.2705 -3.7247 -1.7047
S -3.1470 -2.1089 -3.4836
C -2.7001 1.5250 0.2029
C -3.1911 2.7818 0.5335
C -2.2943 3.8193 0.7270
C -0.9362 3.5644 0.6010
C -0.5425 2.2722 0.2795
N -1.4035 1.2845 0.0767
H -5.4317 -0.5775 0.6559
H -4.3262 -0.1492 1.9810
H -5.2331 1.1085 1.1796
H -4.0914 -2.1072 -0.0298
H -4.5316 -3.9744 -0.7373
H -4.1076 -4.4355 -2.3924
H -4.2518 2.9415 0.6570
H -2.6526 4.8075 0.9909
H -0.1912 4.3332 0.7602
H 0.5070 2.0131 0.2131
O 1.4403 -3.3159 2.0570
C 2.4401 -2.8174 1.6581
C 3.5191 -2.1783 1.2628
C 4.7786 -2.2686 2.0313
C 5.9454 -1.9006 1.4631
C 6.0225 -1.3510 0.1383
C 4.8330 -1.0491 -0.4940
C 3.5703 -1.3355 0.0278
P 2.0400 -0.7807 -0.6586
C 1.8459 -1.5569 -2.3256
C 2.7275 -1.3398 -3.3873
C 2.5498 -1.9822 -4.6011
C 1.4757 -2.8498 -4.7820
C 0.5838 -3.0635 -3.7444
C 0.7736 -2.4210 -2.5258
C 2.3272 0.9586 -1.1867
C 3.1795 1.7850 -0.4548
C 3.2661 3.1427 -0.7352
C 2.5048 3.6991 -1.7545
C 1.6539 2.8847 -2.4918
C 1.5641 1.5305 -2.2081
H 4.7495 -2.6537 3.0439
H 6.8550 -1.9950 2.0505
H 6.9730 -1.0567 -0.2865
H 4.8767 -0.4936 -1.4279
H 3.5556 -0.6521 -3.2629
H 3.2450 -1.8018 -5.4135
H 1.3287 -3.3421 -5.7363
H -0.2816 -3.7006 -3.8813
H 0.0550 -2.5732 -1.7285
H 3.7703 1.3471 0.3415
H 3.9327 3.7680 -0.1521
H 2.5705 4.7591 -1.9712
H 1.0449 3.3078 -3.2822
H 0.8760 0.9109 -2.7717
O -5.4802 -3.9790 1.0861
N -4.6851 -3.6010 1.9761
O -3.7882 -2.8256 1.5810
O 0.2268 0.4534 2.7876
C -0.7065 1.1111 3.2698
C -0.4644 2.3168 4.1766
C -1.8756 2.7660 4.5137
C -2.7608 1.8143 3.6887
O -3.9773 1.9287 3.6488
N -2.0100 0.8794 3.0384
H 0.1091 3.0557 3.6143
H 0.1409 2.0127 5.0308
H -2.1013 3.7953 4.2327
H -2.1351 2.6474 5.5670
```

Its total energy is -76596.2987 eV. Its relative energy (zero: lowest compared OMol25 entry of this formula, charge and spin) is 58.0 kJ/mol. The HOMO energy is -0.3 eV. As for the total charge: -2.

Löwdin population analysis, charges in e, atoms 1 to 5: Tl 0.90; C -0.02; C -0.31; N 0.08; N -0.04



Density functional theory data (wB97M-V/def2-TZVPD) for C31H29AsCl7N4OPr as an isolated structure.

```
74
C31H29AsCl7N4OPr (wB97M-V/def2-TZVPD)
Pr -0.4774 -0.4000 -1.0884
Cl 2.4620 -1.7413 0.9254
C 2.1323 -2.6851 -0.4840
C 0.9980 -2.3057 -1.2033
C 0.7613 -3.0857 -2.3395
Cl -0.6544 -2.6049 -3.2474
C 1.5468 -4.1539 -2.7556
Cl 1.1766 -5.0434 -4.1745
C 2.6754 -4.4764 -1.9867
Cl 3.6926 -5.7773 -2.4413
C 2.9791 -3.7277 -0.8432
Cl 4.3791 -4.0804 0.0802
C -3.2853 -1.9678 -0.6433
N -2.2468 -1.5504 0.3791
C -1.9791 -2.7995 1.1904
N -3.1770 -3.3340 1.7807
C -4.1407 -3.6765 0.7420
N -4.4757 -2.4870 -0.0367
C -5.0413 -1.4700 0.8480
N -4.1042 -1.1322 1.9117
C -2.9044 -0.5918 1.3436
C -3.7857 -2.3431 2.6620
H -2.8388 -2.7448 -1.2811
H -3.5710 -1.1054 -1.2635
H -1.2711 -2.5469 1.9878
H -1.5173 -3.5455 0.5302
H -5.0517 -4.0705 1.1958
H -3.7140 -4.4352 0.0806
H -5.9664 -1.8447 1.2856
H -5.2586 -0.5723 0.2618
H -2.2017 -0.3825 2.1615
H -3.1457 0.3477 0.8268
H -4.7024 -2.7483 3.0921
H -3.0968 -2.1078 3.4755
O -0.3313 1.6349 -0.5652
As 1.1644 2.1172 -0.0003
C 1.1740 4.0662 -0.0883
C 1.5251 4.7202 -1.2638
C 1.3941 6.0990 -1.3311
C 0.9168 6.8085 -0.2392
C 0.5498 6.1472 0.9234
C 0.6749 4.7695 1.0049
C 1.4021 1.5179 1.8275
C 2.3030 2.1744 2.6600
C 2.5039 1.7064 3.9486
C 1.8005 0.6016 4.4045
C 0.8959 -0.0457 3.5754
C 0.6999 0.4095 2.2825
C 2.4713 1.1504 -1.0850
C 2.1224 0.6673 -2.3507
C 3.0141 -0.1438 -3.0436
C 4.2448 -0.4544 -2.4842
C 4.6026 0.0628 -1.2485
C 3.7109 0.8502 -0.5382
H 1.9021 4.1478 -2.1096
H 1.6605 6.6197 -2.2367
H 0.8309 7.8833 -0.2895
H 0.1619 6.7057 1.7632
H 0.3917 4.2382 1.9129
H 2.8315 3.0481 2.2875
H 3.2086 2.2065 4.5943
H 1.9481 0.2513 5.4141
H 0.3435 -0.8977 3.9407
H 0.0024 -0.1040 1.5958
H 1.2171 1.0391 -2.8487
H 2.7568 -0.5105 -4.0266
H 4.9483 -1.0646 -3.0297
H 5.5732 -0.1468 -0.8270
H 3.9675 1.2448 0.4377
Cl -1.3043 0.5793 -3.7354
C -2.6416 1.6507 -3.2953
Cl -2.9771 1.3418 -1.5923
H -3.5186 1.4045 -3.8934
H -2.3390 2.6920 -3.4218
```

As for the spin multiplicity: 3. Its total energy is -203176.2369 eV. Its expectation value of S² is 2.005. The HOMO energy (alpha / beta) is -13.7 / -13.7 eV. As for the total charge: +2.

Löwdin population analysis, charges in e, atoms 1 to 5: Pr 0.68; Cl 0.80; C -0.67; C -0.36; C -0.66



Density functional theory data (wB97M-V/def2-TZVPD) for C31H29AuClP2 as an isolated structure.

```
64
C31H29AuClP2 (wB97M-V/def2-TZVPD)
Au -0.2783 0.2932 1.2582
C -1.9662 -0.3433 -6.0943
C -2.7867 0.4514 -5.3110
C -2.6670 0.4384 -3.9239
C -1.7154 -0.3609 -3.2975
C -0.8932 -1.1577 -4.1026
C -1.0184 -1.1583 -5.4803
P -1.3134 -0.3001 -1.4978
C -2.6463 0.7997 -0.8995
C -3.8521 0.3510 -0.3747
C -4.8093 1.2605 0.0581
C -4.5719 2.6232 -0.0378
C -3.3670 3.0790 -0.5574
C -2.4092 2.1724 -0.9781
C -1.8539 -1.9778 -0.9778
C -2.6550 -2.7302 -1.8009
C -2.9572 -4.0768 -1.5119
C -2.4242 -4.6584 -0.4029
C -1.6040 -3.9175 0.4850
C -1.0723 -4.5503 1.6333
C -0.3096 -3.8334 2.5053
C -0.0771 -2.4610 2.2778
C -0.5665 -1.7685 1.1827
C -1.3257 -2.5423 0.2365
H -2.0598 -0.3317 -7.1736
H -3.5319 1.0857 -5.7768
H -3.3186 1.0640 -3.3273
H -0.1431 -1.7860 -3.6310
H -0.3716 -1.7873 -6.0809
H -4.0371 -0.7131 -0.2898
H -5.7403 0.9004 0.4799
H -5.3126 3.3306 0.3149
H -3.1603 4.1411 -0.6019
H -1.4552 2.5252 -1.3571
H -3.0572 -2.2944 -2.7069
H -3.5941 -4.6409 -2.1831
H -2.6236 -5.7003 -0.1726
H -1.2873 -5.6006 1.8000
H 0.1048 -4.3099 3.3878
H 0.5058 -1.9238 3.0183
Cl -1.1835 3.1001 2.7346
C 0.0106 2.3358 1.5461
H 0.9839 2.5961 1.9614
H -0.1285 2.9325 0.6459
C 4.5537 0.9640 -1.5857
P 2.9493 0.8858 -0.6639
C 2.5086 -0.8534 -1.0484
C 1.9331 1.8424 -1.8615
C 1.6759 3.1780 -1.5590
C 0.9243 3.9718 -2.4164
C 0.4117 3.4349 -3.5887
C 0.6612 2.1051 -3.9041
C 1.4183 1.3215 -3.0462
H 4.9213 1.9910 -1.5916
H 4.4463 0.6209 -2.6178
H 5.2924 0.3406 -1.0771
H 2.6558 -1.1149 -2.1000
H 1.4737 -1.0327 -0.7559
H 3.1423 -1.4992 -0.4373
H 2.0459 3.5886 -0.6257
H 0.7245 5.0045 -2.1570
H -0.1931 4.0451 -4.2491
H 0.2420 1.6673 -4.8029
H 1.5809 0.2799 -3.2960
```

Its total energy is -67412.0443 eV. Its relative energy (zero: lowest compared OMol25 entry of this formula, charge and spin) is 0.0 kJ/mol. The HOMO energy is -4.4 eV. As for the total charge: -1.

natural (NBO) population analysis, charges in e, atoms 1 to 5: Au 0.39; C -0.24; C -0.23; C -0.16; C -0.33



Density functional theory data (wB97M-V/def2-TZVPD) for C31H29BFN8O6OsS3 as an isolated structure.

```
80
C31H29BFN8O6OsS3 (wB97M-V/def2-TZVPD)
Os 0.5157 0.7154 0.1821
C -2.8193 3.6923 0.4032
N -2.1905 3.4012 1.6846
C -2.0969 4.2795 2.7405
C -1.4935 3.6090 3.7495
N -1.2173 2.3353 3.3156
B -0.5856 1.2280 4.2065
N 0.9886 1.1589 4.0123
C 1.7446 0.5706 4.9970
C 3.0507 0.6791 4.6591
N 3.0883 1.3250 3.4451
C 4.3040 1.6780 2.7275
C 1.8163 1.6116 3.0669
S 1.4249 2.4393 1.5898
C -1.6323 2.2388 2.0575
S -1.5707 0.8231 1.0208
H -3.3736 4.6210 0.5030
H -3.5091 2.8941 0.1399
H -2.0656 3.7822 -0.3737
H -2.4783 5.2827 2.6797
H -1.2356 3.9243 4.7440
H -0.7556 1.5593 5.3498
H -1.0625 0.1580 3.9456
H 1.2850 0.1529 5.8760
H 3.9470 0.3956 5.1834
H 4.9340 0.7967 2.6159
H 4.8506 2.4454 3.2729
H 4.0281 2.0509 1.7464
O -0.0851 2.3764 -0.9904
C 0.9449 2.2974 -1.7348
O 1.7020 1.3240 -1.4254
C 1.2357 3.2217 -2.8274
C 0.4085 4.3185 -3.0548
C 0.6992 5.1874 -4.0907
C 1.8087 4.9584 -4.8956
C 2.6335 3.8645 -4.6675
C 2.3503 2.9922 -3.6311
H -0.4497 4.4838 -2.4171
H 0.0651 6.0439 -4.2743
H 2.0329 5.6393 -5.7060
H 3.4962 3.6945 -5.2969
H 2.9819 2.1366 -3.4337
F 0.1517 -4.2273 5.5225
C 0.4986 -4.1230 4.2424
C 1.4467 -3.2728 3.8530
N 1.8272 -3.1726 2.5249
C 2.6957 -2.1120 2.0652
C 1.8861 -1.0375 1.3884
O 2.3731 -0.2691 0.5106
O 0.6685 -0.8639 1.6489
C 1.1622 -3.8619 1.5272
O 1.3828 -3.6499 0.3504
N 0.2372 -4.7707 1.9740
C -0.2057 -4.9797 3.2869
O -1.0729 -5.7707 3.5447
H 1.9642 -2.6366 4.5560
H 3.4167 -2.4939 1.3444
H 3.2360 -1.6912 2.9122
H -0.2425 -5.2966 1.2566
S -1.1670 -3.9888 -4.2822
C -0.8457 -2.7218 -3.1178
C 0.4706 -2.5659 -2.6828
C 0.7703 -1.5857 -1.7685
N -0.1570 -0.7582 -1.2552
C -1.4183 -0.9015 -1.6807
C -1.8035 -1.8540 -2.5979
C -2.9195 -3.8174 -4.5402
C -3.4003 -3.0404 -5.5824
C -4.7767 -2.9503 -5.7476
N -5.6505 -3.5694 -4.9606
C -5.1743 -4.3216 -3.9734
C -3.8182 -4.4826 -3.7205
H 1.2580 -3.2123 -3.0454
H 1.7835 -1.4529 -1.4186
H -2.1503 -0.2184 -1.2736
H -2.8407 -1.9092 -2.8937
H -2.7255 -2.5207 -6.2489
H -5.1920 -2.3531 -6.5511
H -5.9086 -4.8227 -3.3535
H -3.4755 -5.1103 -2.9092
```

Its total energy is -95190.3901 eV. Its relative energy (zero: lowest compared OMol25 entry of this formula, charge and spin) is 0.0 kJ/mol. The HOMO energy is -11.0 eV. As for the total charge: +1.

Löwdin population analysis, charges in e, atoms 1 to 5: Os 1.25; C 0.00; N -0.09; C -0.01; C -0.02



Density functional theory data (wB97M-V/def2-TZVPD) for C31H29Cl2N4O9PSr as an isolated structure.

```
77
C31H29Cl2N4O9PSr (wB97M-V/def2-TZVPD)
Sr 1.0926 -1.0217 1.4568
O 2.8291 -2.7172 2.5225
C 4.1091 -2.3282 2.0381
C 4.4633 -0.8819 2.3643
N 3.4734 0.1080 1.9261
C 3.1562 1.0481 3.0029
C 2.5607 0.2859 4.2138
O 2.9294 0.6186 5.3382
O 1.7470 -0.6435 3.8950
C 3.8194 0.7371 0.6599
C 3.5985 -0.1629 -0.5819
O 4.3017 0.0675 -1.5684
O 2.6658 -1.0245 -0.4857
H 2.6223 -2.2212 3.3431
H 4.0965 -2.4904 0.9606
H 4.8879 -2.9662 2.4752
H 5.4462 -0.6650 1.9222
H 4.5822 -0.7954 3.4480
H 2.3990 1.7522 2.6398
H 4.0285 1.6272 3.3325
H 4.8502 1.1167 0.6485
H 3.1594 1.5990 0.5223
N -1.2820 1.4068 -1.4865
P -0.9915 -0.2659 -1.1619
C -0.6508 -0.9163 -2.8528
C 0.6921 -1.1595 -3.1419
C 1.0668 -1.6188 -4.3989
C 0.1043 -1.8461 -5.3717
C -1.2365 -1.6112 -5.0884
C -1.6112 -1.1471 -3.8360
C -2.7240 -0.7697 -0.8758
C -3.0711 -2.1163 -1.0029
C -4.3276 -2.5576 -0.6274
C -5.2559 -1.6682 -0.0993
C -4.9223 -0.3336 0.0503
C -3.6641 0.1079 -0.3398
C -0.2761 2.3384 -1.4834
C -0.5590 3.7131 -1.3931
C 0.4944 4.5952 -1.4258
C 1.7980 4.1122 -1.5472
C 1.9730 2.7434 -1.6123
N 0.9658 1.8681 -1.5753
H -2.2256 1.7538 -1.5281
H 1.4439 -0.9946 -2.3765
H 2.1143 -1.7986 -4.6082
H 0.3951 -2.2106 -6.3501
H -1.9912 -1.7926 -5.8448
H -2.6573 -0.9688 -3.6171
H -2.3450 -2.8279 -1.3769
H -4.5718 -3.6091 -0.7162
H -6.2237 -2.0250 0.2301
H -5.6005 0.3683 0.5213
H -3.4121 1.1409 -0.1383
H -1.5796 4.0511 -1.2667
H 0.3069 5.6591 -1.3441
H 2.6495 4.7775 -1.5807
H 2.9623 2.3066 -1.7093
O -4.4132 4.2655 2.3811
C -4.5538 3.0251 2.3724
O -5.5953 2.3399 2.3268
C -3.2362 2.2116 2.3684
C -2.0371 2.8201 2.0111
C -0.9150 2.0350 1.8319
N -0.9138 0.7054 1.9709
C -2.0509 0.1179 2.3734
C -3.2135 0.8442 2.6015
C -2.0787 -1.4213 2.4482
O -3.0723 -1.9456 2.9443
O -1.0704 -2.0055 1.9319
H -2.0198 3.8897 1.8479
H 0.0248 2.4841 1.5167
H -4.1171 0.3220 2.8791
Cl 0.1473 -3.6428 -0.1974
C 1.3477 -3.7816 -1.4887
Cl 2.3134 -5.2743 -1.3553
H 2.0173 -2.9280 -1.4224
H 0.8305 -3.8085 -2.4407
```

Its total energy is -92184.6847 eV. Its relative energy (zero: lowest compared OMol25 entry of this formula, charge and spin) is 0.0 kJ/mol. The HOMO energy is -3.4 eV. As for the total charge: -2.

Löwdin population analysis, charges in e, atoms 1 to 5: Sr 1.41; O -0.15; C -0.23; C -0.15; N -0.25



These records have F_max values of 1.66, 0.54, 3.13, 0.14, 0.34, 0.70 eV/A, in the order they appear.